Entry 1:
Entry from the OMol25 dataset: 5 unconnected molecules or ions with the total composition C34H65ClI2N2O8P at a distorted geometry (ωB97M-V/def2-TZVPD).

Computed properties:
- Calculated total energy: -3442.65763 Ha
- Spin multiplicity: 1
- Charge: -1
- Molar mass: 950.13 u

Atoms and positions in Å:
C  -4.60712  -2.03319  -1.74462
C  -3.00704  -2.30100  -1.74320
C  -2.23198  -0.92302  -1.34136
C  -2.13614  -0.64727  0.22297
P  -0.43540  -0.83543  1.07468
C  1.42979  -0.80634  1.51241
C  1.87768  -1.19320  2.96942
O  1.40320  -2.02276  3.76465
I  3.71175  -0.19044  3.74635
C  -0.33885  -2.77049  0.99411
C  -1.63880  -3.51480  1.58454
C  -0.04228  -3.33410  -0.48354
C  1.36256  -4.16831  -0.59470
C  2.28292  -3.41746  -1.71735
O  -1.04797  -0.75990  2.71811
C  -1.28032  0.59127  3.25440
C  -0.58618  0.63544  4.73351
C  -0.79418  2.02082  5.49404
N  -0.79027  2.10839  6.81672
C  -2.83153  0.47990  3.64446
N  -3.80656  0.72583  2.54317
C  -4.94891  -0.23691  2.54536
C  -0.75075  1.67055  2.16954
C  -1.67491  3.01286  1.98130
C  -2.22258  3.20591  0.49620
O  -3.40357  2.82546  0.26372
Cl  -1.33585  3.97430  -0.89888
C  0.67931  2.38399  2.54771
C  1.35815  3.16315  1.33314
C  1.35925  4.79131  1.51435
I  3.51874  2.70076  1.08549
O  -0.41717  0.94549  0.98211
H  -4.84385  -1.00078  -1.29717
H  -5.05861  -2.11560  -2.80074
H  -5.13135  -2.80689  -1.08766
H  -2.64559  -2.63020  -2.78741
H  -2.81366  -3.15337  -1.01544
H  -1.26827  -0.90423  -1.94286
H  -2.90017  -0.09177  -1.79928
H  -2.46149  0.45058  0.36605
H  -2.99529  -1.24906  0.72025
H  0.08648  -0.68795  -0.28750
H  1.94818  -1.53790  0.77785
H  1.83269  0.22732  1.25419
H  0.53793  -3.17851  1.63150
H  -2.41319  -2.84317  2.07842
H  -1.31019  -4.26673  2.40468
H  -2.20787  -4.15996  0.81683
H  0.02083  -2.55060  -1.30581
H  -0.84193  -4.09365  -0.83750
H  1.97704  -4.13962  0.36519
H  1.20352  -5.24588  -0.94105
H  1.68991  -3.18601  -2.66216
H  2.55493  -2.39454  -1.24734
H  3.26743  -3.96304  -1.91329
H  -1.10058  -0.21705  5.31710
H  0.53625  0.43770  4.70563
H  -0.95997  3.01096  4.91945
H  -0.94484  3.11251  7.05419
H  -2.99643  -0.61623  3.97711
H  -3.16527  1.11973  4.53587
H  -4.25741  1.65502  2.65217
H  -5.10658  -0.78172  3.54534
H  -4.92482  -0.98116  1.65941
H  -5.91403  0.38244  2.37625
H  -1.11163  3.97150  2.26787
H  -2.60187  3.00638  2.66746
H  1.32485  1.55787  2.99250
H  0.53353  3.15899  3.39720
H  0.91127  2.97510  0.30509
H  1.46814  5.08934  2.62542
H  0.39463  5.17498  1.04022
H  2.23092  5.18028  0.88578
C  4.43188  -1.95999  -5.97287
C  4.82711  -2.24707  -4.54932
O  3.99418  -2.52009  -3.70494
C  6.29363  -2.18237  -4.20908
H  3.34870  -2.04208  -6.07056
H  4.73099  -0.94818  -6.24272
H  4.89992  -2.68521  -6.64298
H  6.67622  -1.17785  -4.40246
H  6.84508  -2.91745  -4.79951
H  6.42987  -2.41086  -3.14956
C  -2.67765  -2.32933  8.77302
C  -2.94377  -2.55554  7.30805
O  -3.85517  -1.98757  6.73621
C  -2.03795  -3.51138  6.57809
H  -3.40654  -1.61800  9.16758
H  -2.77612  -3.27058  9.31839
H  -1.67602  -1.91592  8.90918
H  -2.10803  -4.50532  7.02586
H  -1.00765  -3.15070  6.61674
H  -2.34675  -3.57583  5.53235
C  3.12753  2.15908  -7.57074
C  2.73211  0.78988  -8.05618
O  3.28377  -0.21381  -7.63971
C  1.62788  0.70898  -9.07638
H  3.93363  2.06488  -6.83966
H  3.48368  2.76201  -8.40893
H  2.27475  2.64496  -7.09075
H  1.91756  1.24774  -9.98116
H  0.70873  1.12986  -8.66336
H  1.44910  -0.33730  -9.33395
C  0.46998  4.71529  -3.56342
C  1.53532  4.71003  -4.62699
O  1.28728  4.37289  -5.77117
C  2.92069  5.13792  -4.22104
H  -0.47625  4.38464  -3.99708
H  0.74521  4.02928  -2.75962
H  0.34088  5.72655  -3.17105
H  3.30343  4.47087  -3.44552
H  2.90031  6.16771  -3.85795
H  3.58425  5.08507  -5.08719

Forces on atoms 1 to 6 (eV/Å):
C 0.1 -0.3 0.1
C -0.4 0.7 -0.1
C -1.1 -0.5 -0.8
C -2.5 0.2 -0.2
P -0.6 -0.6 -2.2
C 2.0 0.3 0.9

***

Entry 2:
Entry from the OMol25 dataset: 3 unconnected molecules or ions with the total composition C34H66BN5O7P at a distorted geometry (ωB97M-V/def2-TZVPD).

Computed properties:
- Calculated total energy: -2501.56969 Ha
- Spin multiplicity: 1
- Charge: +1
- Molar mass: 698.72 u

Atoms and positions in Å:
C  0.20834  -3.96167  3.04845
C  0.17558  -4.02320  4.37094
C  -0.47712  -3.03602  5.28018
O  -0.16572  -3.01908  6.41506
O  -1.43209  -2.25263  4.75975
C  -1.95854  -1.29401  5.68590
C  -0.99408  -0.12481  5.96280
C  -1.01486  0.80707  4.70443
C  0.29182  1.59331  4.49690
C  1.45669  0.74264  3.96137
C  1.05766  -0.03311  2.67168
N  2.06954  -0.03244  1.61774
C  2.05594  0.67428  0.55411
N  3.04770  0.55318  -0.40053
C  2.52507  0.17259  -1.75278
P  3.10139  -1.53506  -2.30520
C  4.76351  -1.30616  -3.10341
C  3.22230  -2.66060  -0.83333
C  0.99763  0.39174  -1.89182
C  0.12317  -0.84696  -1.51495
C  -0.22589  -1.76172  -2.73004
C  -1.63918  -1.57549  -3.32938
C  -1.62165  -0.34494  -4.26226
C  -2.78930  -1.58722  -2.28198
C  -3.62322  -0.29249  -2.19449
C  -4.81944  -0.29029  -3.14567
C  -5.99304  0.13941  -2.74436
C  -6.22221  1.05251  -1.56255
C  -7.25220  -0.28386  -3.49988
C  0.65350  1.67602  -1.08797
B  -0.83897  2.21237  -1.35037
C  -1.93611  2.00586  -0.21636
O  -1.09337  2.84526  -2.52298
N  0.97990  1.54742  0.35000
C  1.23100  2.82990  1.00792
C  2.57822  3.46431  0.66977
O  3.61514  3.17402  1.16296
O  2.51318  4.45551  -0.23273
H  0.15501  -4.89720  2.49271
H  0.34296  -3.05319  2.46863
H  0.62793  -4.88240  4.85706
H  -2.85234  -0.87405  5.21398
H  -2.29024  -1.73778  6.62745
H  -1.30603  0.48361  6.81193
H  0.02793  -0.50351  6.04232
H  -1.31646  0.18817  3.84960
H  -1.81827  1.54112  4.84329
H  0.58874  1.97308  5.48345
H  0.07735  2.47282  3.87721
H  2.38343  1.30550  3.80395
H  1.66583  -0.00321  4.73642
H  0.07764  0.28753  2.32075
H  0.92831  -1.08063  2.96184
H  2.85878  -0.66131  1.74812
H  3.64821  1.36957  -0.43400
H  3.00464  0.85004  -2.47162
H  4.88859  -0.24831  -3.37088
H  5.60815  -1.56321  -2.45402
H  4.79247  -1.85697  -4.04354
H  2.63813  -2.28831  0.01089
H  4.27480  -2.81704  -0.56098
H  2.84075  -3.65701  -1.12791
H  0.80499  0.60603  -2.94697
H  -0.75316  -0.58364  -0.91552
H  0.74037  -1.46566  -0.84290
H  -0.11625  -2.79536  -2.37539
H  0.55094  -1.62668  -3.48526
H  -1.80452  -2.44247  -3.98136
H  -2.57434  -0.19917  -4.77824
H  -1.26148  0.57304  -3.79155
H  -0.90182  -0.56967  -5.06302
H  -2.39909  -1.80382  -1.27921
H  -3.48336  -2.40107  -2.51682
H  -4.06806  -0.27428  -1.19430
H  -3.03692  0.63046  -2.27652
H  -4.72777  -0.61108  -4.18148
H  -5.96915  2.09864  -1.76301
H  -7.28469  1.02688  -1.29076
H  -5.68833  0.74741  -0.65439
H  -7.77797  -0.99588  -2.85736
H  -6.96253  -0.69470  -4.46751
H  -7.88687  0.60178  -3.62376
H  1.31216  2.47047  -1.50483
H  -1.61088  2.43558  0.74212
H  -2.89847  2.48157  -0.45114
H  -2.13487  0.94477  -0.01955
H  -2.02898  3.10131  -2.49372
H  1.25017  2.64074  2.08562
H  0.44976  3.58159  0.84743
H  3.37975  4.58108  -0.65132
C  1.55877  7.26495  1.34336
C  0.08975  6.92685  1.37226
O  -0.30607  5.79160  1.62576
N  -0.79192  7.91784  1.10672
C  -0.51196  9.30720  0.78863
H  2.12342  6.36754  1.57481
H  1.84515  7.61257  0.35007
H  1.79469  8.02752  2.08649
H  -1.75550  7.62104  1.14288
H  -0.98950  9.94591  1.53266
H  -0.92839  9.53854  -0.19261
H  0.55351  9.50963  0.77871
C  2.10411  -8.15367  -1.60479
C  2.53405  -6.71016  -1.67290
O  1.82616  -5.80231  -1.25484
N  3.74814  -6.44358  -2.22069
C  4.71357  -7.38358  -2.76319
H  1.12093  -8.21014  -1.14675
H  2.04617  -8.57879  -2.60744
H  2.80478  -8.72896  -0.99841
H  3.97734  -5.46220  -2.23841
H  5.65079  -7.29015  -2.21249
H  4.89608  -7.14206  -3.81133
H  4.36064  -8.40638  -2.69131

Forces on atoms 1 to 6 (eV/Å):
C 0.2 -0.4 -0.8
C -0.6 0.4 -0.2
C 1.2 -0.4 -1.6
O 0.4 0.3 2.9
O 0.0 0.2 -0.4
C -0.5 1.0 0.9

***

Look up the charge of the second one. +1